Entry 1:
A single C3H4N2O2 molecule at a distorted geometry. Source: the Open Molecules 2025 dataset; level of theory: the ωB97M-V functional and the def2-TZVPD basis.

Geometry as XYZ:
```
11
Properties=species:S:1:pos:R:3
C 1.613 -0.465 0.160
C 1.362 0.783 0.158
C -0.177 0.823 -0.015
H -2.540 -0.667 -0.200
H -1.793 -0.409 1.218
H 2.539 -1.161 0.024
H 2.024 1.708 0.587
N -1.690 -1.020 0.320
N -0.520 -0.479 -0.398
O 0.580 -1.343 -0.216
O -0.773 1.865 -0.147
```

Values from the calculation:
- E_HOMO: -9.789 eV
- LUMO level: 0.02253 Ha
- Kohn-Sham gap: 10.40 eV
- Structure (SMILES): Nn1occc1=O
- Charge: 0

Entry 2:
2 unconnected molecules or ions with the total composition C3H4N2O2 at a distorted geometry. Source: the Open Molecules 2025 dataset; level of theory: the ωB97M-V functional and the def2-TZVPD basis.

Geometry as XYZ:
```
11
Properties=species:S:1:pos:R:3
C 1.402 1.789 0.095
C -1.032 0.490 0.192
C -0.592 -0.579 -0.585
N 2.398 2.166 0.463
N -0.120 -1.780 0.006
O -0.066 -1.836 1.211
O 0.362 -2.636 -0.746
H -1.571 1.267 -0.302
H -1.065 0.281 1.404
H 0.669 1.362 -0.090
H -0.384 -0.525 -1.648
```

Values from the calculation:
- E_HOMO: -11.581 eV
- LUMO level: -0.05279 Ha
- Kohn-Sham gap: 10.14 eV
- Structure (SMILES): C=C[N+](=O)[O-].C#N
- Charge: 0

Entry 3:
A molecular structure, C3H4N2O2 at a distorted geometry. Source: the Open Molecules 2025 dataset; level of theory: the ωB97M-V functional and the def2-TZVPD basis.

Geometry as XYZ:
```
11
Properties=species:S:1:pos:R:3
C 0.067 1.096 -0.169
C -1.159 0.916 0.212
C -1.514 -0.435 -0.122
H 1.737 -1.116 1.495
H 2.555 -0.763 -0.346
H 0.735 2.043 -0.622
H -1.826 1.652 0.120
N 1.727 -0.815 0.200
N 0.662 -0.309 -0.440
O -2.606 -0.975 0.024
O -0.377 -1.293 -0.353
```

Values from the calculation:
- E_HOMO: -9.012 eV
- LUMO level: 0.00214 Ha
- Kohn-Sham gap: 9.07 eV
- Charge: 0

Entry 4:
2 unconnected molecules or ions with the total composition C3H4N2O2 at a distorted geometry. Source: the Open Molecules 2025 dataset; level of theory: the ωB97M-V functional and the def2-TZVPD basis.

Geometry as XYZ:
```
11
Properties=species:S:1:pos:R:3
C -1.621 0.287 -0.082
C -0.621 -0.658 -0.228
C 1.146 0.397 -0.008
N -2.158 0.522 1.002
N 1.706 -0.207 0.963
O -0.344 -1.791 -0.377
O 1.589 1.362 -0.542
H -1.994 0.854 -1.027
H -2.804 1.300 1.189
H 1.429 -1.165 1.381
H 2.620 0.136 1.208
```

Values from the calculation:
- E_HOMO: -8.299 eV
- LUMO level: 0.01345 Ha
- Kohn-Sham gap: 8.66 eV
- Charge: 0

Entry 5:
A single C3H4N2O2 molecule at a distorted geometry. Source: the Open Molecules 2025 dataset; level of theory: the ωB97M-V functional and the def2-TZVPD basis.

Geometry as XYZ:
```
11
Properties=species:S:1:pos:R:3
C 0.181 1.272 -0.531
C -0.041 -0.687 0.766
C 0.721 -0.324 -0.471
N -0.701 1.455 0.355
N -0.878 0.335 1.038
O -0.109 -1.788 1.167
O 0.316 -1.125 -1.434
H 0.703 2.030 -1.033
H 1.877 -0.170 -0.448
H -1.604 0.555 1.713
H -0.467 -1.551 -1.123
```

Values from the calculation:
- E_HOMO (spin up / spin down): -5.887 / -9.577 eV
- LUMO level (spin up / spin down): 0.02999 / -0.09879 Ha
- Multiplicity: 3
- ⟨S²⟩: 2.0115
- Kohn-Sham gap (spin up / spin down): 6.70 / 6.89 eV
- Charge: 0

Entry 6:
A molecular structure, C3H4N2O2S at a distorted geometry. Source: the Open Molecules 2025 dataset; level of theory: the ωB97M-V functional and the def2-TZVPD basis.

Geometry as XYZ:
```
12
Properties=species:S:1:pos:R:3
C -0.316 0.304 -0.704
C 0.387 -1.618 0.656
C -0.518 1.689 -0.322
N 1.190 -0.848 1.285
N -0.696 -0.446 -1.531
O -0.906 -1.564 -1.897
O 1.500 0.358 1.181
S -0.446 -2.780 0.005
H -0.149 2.132 0.567
H -1.677 1.860 -0.387
H 0.068 2.289 -0.990
H 1.564 -1.376 2.139
```

Values from the calculation:
- E_HOMO: -7.961 eV
- LUMO level: -0.00719 Ha
- Kohn-Sham gap: 7.77 eV
- Charge: 0

Entry 7:
A single C3H4N2O2S molecule at a distorted geometry. Source: the Open Molecules 2025 dataset; level of theory: the ωB97M-V functional and the def2-TZVPD basis.

Geometry as XYZ:
```
12
Properties=species:S:1:pos:R:3
C -0.293 -1.170 -0.004
C -1.506 -0.250 -0.001
C 0.406 1.061 -0.002
H 2.861 0.578 0.009
H -0.313 -1.801 0.918
H -0.298 -1.837 -0.918
H -1.583 1.878 0.003
N 0.803 -0.249 -0.001
N -0.987 1.027 -0.002
O -2.662 -0.580 0.000
O 1.103 2.050 -0.003
S 2.468 -0.708 0.000
```

Values from the calculation:
- E_HOMO: -8.982 eV
- LUMO level: 0.02075 Ha
- Kohn-Sham gap: 9.55 eV
- Structure (SMILES): O=C1CN(S)C(=O)N1
- Charge: 0

Entry 8:
A single C3H4N2O2S molecule at a distorted geometry. Source: the Open Molecules 2025 dataset; level of theory: the ωB97M-V functional and the def2-TZVPD basis.

Geometry as XYZ:
```
12
Properties=species:S:1:pos:R:3
C 0.168 0.680 -0.388
C -0.642 0.015 0.463
C 1.312 -0.153 -0.797
N -0.425 -1.330 0.565
N 2.707 0.164 0.198
O 2.999 1.331 0.263
O 3.326 -0.788 0.575
S 0.930 -1.842 -0.391
H 0.262 1.674 -0.804
H -1.478 0.216 1.041
H 1.477 0.107 -1.791
H -0.806 -1.688 1.424
```

Values from the calculation:
- E_HOMO (spin up / spin down): -5.557 / -9.114 eV
- LUMO level (spin up / spin down): 0.00429 / -0.09303 Ha
- Multiplicity: 3
- ⟨S²⟩: 2.0189
- Kohn-Sham gap (spin up / spin down): 5.67 / 6.58 eV
- Charge: 0

Entry 9:
A single C3H4N2O3 molecule at a distorted geometry. Source: the Open Molecules 2025 dataset; level of theory: the ωB97M-V functional and the def2-TZVPD basis.

Geometry as XYZ:
```
12
Properties=species:S:1:pos:R:3
C 0.972 -0.435 0.094
C 0.402 -1.667 0.019
C -1.293 -0.266 0.036
H 2.408 0.673 -0.639
H 0.937 -2.573 -0.220
H -2.415 1.223 -0.217
H 0.082 2.373 0.746
N -2.431 0.144 -0.047
N -0.031 0.447 0.247
O 2.300 -0.070 0.020
O -0.943 -1.633 0.056
O 0.012 1.784 -0.095
```

Values from the calculation:
- E_HOMO: -7.799 eV
- LUMO level: 0.00464 Ha
- Kohn-Sham gap: 7.92 eV
- Structure (SMILES): [H]/N=c1/occ(O)n1O
- Charge: 0

Entry 10:
A single C3H4N2O3 molecule at a distorted geometry. Source: the Open Molecules 2025 dataset; level of theory: the ωB97M-V functional and the def2-TZVPD basis.

Geometry as XYZ:
```
12
Properties=species:S:1:pos:R:3
C -3.092 -0.984 -0.303
C -0.126 0.749 0.025
C 2.146 -0.711 0.329
H -3.123 -2.299 -0.242
H -4.155 -0.571 -0.669
H 1.918 1.186 -0.440
H 1.441 -1.641 0.866
N -2.184 -0.066 0.179
N 1.330 0.429 -0.060
O -0.877 -0.373 0.248
O -0.520 1.835 -0.011
O 3.439 -0.654 -0.320
```

Values from the calculation:
- E_HOMO: -10.286 eV
- LUMO level: -0.01505 Ha
- Kohn-Sham gap: 9.88 eV
- Structure (SMILES): C=NOC(=O)NC=O
- Charge: 0

Entry 11:
A single C3H4N2O3 molecule at a distorted geometry. Source: the Open Molecules 2025 dataset; level of theory: the ωB97M-V functional and the def2-TZVPD basis.

Geometry as XYZ:
```
12
Properties=species:S:1:pos:R:3
C 0.958 -0.473 -2.048
C -0.157 -1.418 1.077
C -0.953 2.010 0.926
H 2.037 -0.983 -2.549
H 0.305 0.110 -2.720
H -0.197 -2.356 1.812
H -0.262 2.717 0.442
N 0.205 -0.633 -0.994
N -0.442 -0.260 1.710
O 0.632 -1.664 0.013
O -0.140 0.896 0.799
O -1.987 2.054 1.532
```

Values from the calculation:
- E_HOMO: -10.036 eV
- LUMO level: 0.01857 Ha
- Kohn-Sham gap: 10.54 eV
- Structure (SMILES): C=NO/C=N\OC=O
- Charge: 0

Entry 12:
A molecular structure, C3H4N2O3 at a distorted geometry. Source: the Open Molecules 2025 dataset; level of theory: the ωB97M-V functional and the def2-TZVPD basis.

Geometry as XYZ:
```
12
Properties=species:S:1:pos:R:3
C -1.611 -0.032 0.375
C -0.201 0.035 -0.122
C 1.833 0.095 -0.223
H -3.476 -0.578 -0.981
H -1.928 -1.166 0.612
H -1.537 0.745 1.256
H 3.586 -1.035 0.591
N 0.752 -0.866 -0.322
N 1.587 1.300 -0.258
O -2.470 0.261 -0.590
O 3.256 -0.111 -0.266
O 0.209 1.354 -0.073
```

Values from the calculation:
- E_HOMO: -10.377 eV
- LUMO level: -0.02927 Ha
- Kohn-Sham gap: 9.58 eV
- Charge: 0